Entry from the OMol25 dataset: a cluster of 5 separate species, H11O5 in total at a distorted geometry (ωB97M-V/def2-TZVPD).

Calculated values
**Multiplicity**: 1
**Net charge**: +1
**E_tot**: -10410.110 eV
**Gap between HOMO and LUMO**: 12.47 eV
**Lowest unoccupied orbital energy**: -3.06 eV
**Maximum force**: 1.0 eV Å⁻¹
**E_HOMO**: -15.53 eV

```
16
Properties=species:S:1:pos:R:3:lowdin_charge:R:1
O 2.247 -1.651 -1.734 -0.013
H 2.903 -1.161 -2.258 0.097
H 2.769 -2.195 -1.127 0.088
O 0.542 0.787 1.503 0.008
H 1.320 1.318 1.676 0.097
H -0.221 1.396 1.588 0.056
O -1.788 -1.814 -0.096 -0.022
H -1.989 -2.580 0.455 0.086
H -2.637 -1.661 -0.544 0.089
O -1.236 2.955 1.109 -0.032
H -1.205 3.916 1.048 0.070
H -1.909 2.669 0.491 0.055
O 0.284 -0.297 -0.749 0.163
H 1.110 -0.861 -0.837 0.088
H 0.323 0.085 0.224 0.073
H -0.512 -0.907 -0.749 0.098
```